No. 1
A molecular structure, C38H64F36N10O26S12 at a distorted geometry. Source: the OMol25 dataset; level of theory: ωB97M-V with the def2-TZVPD basis set.

Geometry as XYZ:
```
186
C38H64F36N10O26S12, DFT ωB97M-V with the def2-TZVPD basis set
C -5.93095 4.40688 -4.38021
C -4.64394 5.16707 -4.43762
C -3.35334 4.23872 -4.50644
O -3.24032 3.50408 -3.27871
C -2.60150 4.26328 -2.23861
N -4.65422 5.93105 -5.72660
H -4.79017 5.37767 -6.56051
H -5.37827 6.62807 -5.62651
H -3.78968 6.43685 -5.85632
H -6.87118 4.95082 -4.47084
H -5.96678 3.91384 -3.40875
H -6.02828 3.65853 -5.16673
H -4.52818 5.92277 -3.66069
H -2.48553 4.88927 -4.61502
H -3.48665 3.57334 -5.35943
H -1.51676 4.21247 -2.33273
H -2.86511 3.73410 -1.32286
H -3.05791 5.24786 -2.13665
C 4.26812 1.33365 -1.39554
C 4.44723 1.83946 0.04394
C 4.21100 3.35919 0.08887
O 4.40708 3.86266 1.39630
C 3.91539 5.22018 1.58461
N 3.57470 1.04937 1.06102
H 2.71518 0.65421 0.70722
H 4.12219 0.31613 1.48849
H 3.39560 1.67483 1.83356
H 4.87719 0.43920 -1.52626
H 4.59639 2.02365 -2.17287
H 3.23695 1.06858 -1.62902
H 5.40384 1.57674 0.49557
H 3.17927 3.64151 -0.12070
H 4.95084 3.86303 -0.53312
H 4.33054 5.81647 0.77209
H 4.41389 5.64387 2.45643
H 2.82579 5.20577 1.61064
C -3.86049 -1.94783 -1.41349
C -3.56429 -1.00095 -2.59520
C -2.49918 -1.71688 -3.55639
N -2.10056 -0.81149 -4.73462
C -1.71806 0.62562 -4.32646
C -0.94619 1.40494 -5.38620
C 0.29236 0.65980 -5.85418
C -0.16277 -0.65500 -6.50436
C -0.88421 -1.53966 -5.41849
C -3.36165 -0.61439 -5.71796
H -4.52552 -2.77526 -1.66088
H -4.40513 -1.41946 -0.63099
H -2.92509 -2.24818 -0.94136
H -3.18700 -0.03763 -2.25203
H -4.49468 -0.74119 -3.10017
H -2.89201 -2.67568 -3.89474
H -1.57659 -1.98697 -3.04260
H -1.13307 0.46071 -3.42164
H -2.51581 1.28198 -3.97874
H -0.61444 2.32408 -4.90328
H -1.59717 1.57026 -6.24468
H 0.93955 0.42827 -5.00823
H 0.92253 1.26779 -6.50326
H 0.71244 -1.24611 -6.77396
H -0.59067 -0.44669 -7.48497
H -0.17568 -1.66970 -4.60045
H -1.22880 -2.50442 -5.79077
H -3.56509 -1.62468 -6.07295
H -3.14807 -0.04615 -6.62328
H -4.19920 -0.12081 -5.22502
C -4.95537 -2.13410 6.09183
C -3.94893 -2.14953 4.91229
C -2.62442 -1.33337 5.13464
N -1.64385 -1.26056 3.93423
C -1.20898 -2.62157 3.33319
C -0.28128 -3.29863 4.26737
C 0.92731 -2.49093 4.66450
C 0.57835 -1.12156 5.25384
C -0.41449 -0.35389 4.33767
C -2.31007 -0.47222 2.84924
H -4.46940 -2.09885 7.06687
H -5.46891 -3.09481 6.05405
H -5.62388 -1.30433 5.86235
H -4.47091 -1.65366 4.09390
H -3.86084 -3.19635 4.62156
H -2.02094 -1.85263 5.87914
H -2.87869 -0.36368 5.56258
H -2.02894 -3.31507 3.14654
H -0.61901 -2.47494 2.42846
H -0.82736 -3.67860 5.13080
H 0.13082 -4.15852 3.73929
H 1.53671 -2.98500 5.42123
H 1.60924 -2.39016 3.82016
H 0.19029 -1.30681 6.25543
H 1.52952 -0.61757 5.42526
H -0.71816 0.58536 4.79996
H 0.07277 -0.07246 3.40415
H -1.64512 -0.48566 1.98566
H -2.55370 0.51522 3.24127
H -3.21041 -1.01088 2.55373
C 2.25116 -2.07834 -0.31247
F 2.04246 -3.34601 -0.71088
F 2.48222 -2.03117 0.97726
F 3.25286 -1.52810 -0.91610
S 0.67916 -1.03022 -0.68586
O 0.76624 -0.84542 -2.08779
O -0.40800 -1.83354 -0.21948
N 0.98817 0.40975 0.23412
S 0.00684 1.34436 -0.37297
O 0.41288 1.98507 -1.60360
O -1.40155 0.86284 -0.38095
C -0.01134 2.79531 0.91933
F 0.98073 3.60431 0.67282
F -1.17288 3.38877 0.84540
F 0.11167 2.31211 2.14136
C 6.37800 0.80623 4.33292
F 6.25690 0.82588 5.65065
F 5.75795 1.87308 3.86587
F 7.67152 0.76268 4.04200
S 5.50678 -0.76746 3.68614
O 6.19297 -1.89280 4.31531
O 4.14343 -0.63882 4.19959
N 5.71627 -0.66499 2.00583
S 5.93482 -2.03576 1.42207
O 5.07918 -3.00575 2.08039
O 5.99535 -2.06709 -0.00811
C 7.77963 -2.48428 1.92551
F 7.78999 -3.54381 2.72066
F 8.50832 -2.77083 0.88216
F 8.45258 -1.52830 2.58798
C -4.29757 3.15468 2.94611
F -4.47772 4.18531 3.75490
F -4.73259 3.43658 1.71377
F -2.99305 2.88344 2.81930
S -5.26199 1.55444 3.65655
O -5.19413 0.61728 2.53198
O -4.64433 1.23813 4.94264
N -6.86290 2.18656 3.76295
S -7.50573 1.27602 4.68970
O -7.65736 -0.13490 4.29726
O -7.21117 1.59871 6.07871
C -9.31319 1.96822 4.51788
F -9.65314 2.00824 3.23291
F -10.17186 1.23738 5.20062
F -9.37072 3.22549 5.03527
C -1.13858 -5.23811 0.61215
F -1.38769 -6.13822 1.61207
F -2.07456 -4.27396 0.74690
F 0.10730 -4.77604 0.67317
S -1.24848 -5.91849 -1.26671
O -1.76846 -4.81456 -2.07447
O 0.05135 -6.42287 -1.63255
N -2.49199 -7.09434 -1.11100
S -1.85036 -8.53230 -1.21241
O -1.45610 -8.90136 -2.59480
O -0.90840 -8.92251 -0.14850
C -3.45425 -9.56023 -0.93738
F -3.27966 -10.86553 -1.17787
F -3.78462 -9.51174 0.28365
F -4.44764 -9.10605 -1.64562
C 7.64238 -9.01595 -1.60595
F 8.85294 -9.48308 -1.33034
F 7.66957 -8.35018 -2.70905
F 6.78036 -10.05178 -1.66180
S 7.12435 -7.85786 -0.15802
O 6.48562 -8.68980 0.81046
O 8.35088 -7.23011 0.34936
N 5.87994 -6.90908 -0.99120
S 6.44780 -5.52530 -1.01394
O 6.24274 -4.82438 0.28040
O 7.78454 -5.39093 -1.62373
C 5.13919 -4.74574 -2.31989
F 3.92305 -4.72657 -1.80069
F 5.43711 -3.47713 -2.56140
F 5.26626 -5.45347 -3.44590
C 1.18305 6.57833 -1.71399
F 0.01579 7.05669 -2.11421
F 1.00820 5.95275 -0.53455
F 1.70310 5.72764 -2.55230
S 2.50379 7.97601 -1.55457
O 3.75681 7.26536 -1.36861
O 2.48651 8.62625 -2.85529
N 1.88357 9.00022 -0.32826
S 3.12539 9.45418 0.43478
O 3.62137 8.37737 1.31490
O 4.12472 10.07048 -0.44139
C 2.24515 10.72174 1.65042
F 1.16444 10.13242 2.17208
F 3.12643 11.11455 2.60677
F 1.89100 11.79669 0.86373
```

Calculated values
Max |F|, eV/A: 9.561
Energy, Eh: -12363.17983
Total charge: -2
E_HOMO, eV: -4.2
Multiplicity: 1

=====

No. 2
C18H19BN2O5 in the gas phase at a distorted geometry. Source: the OMol25 dataset; level of theory: ωB97M-V with the def2-TZVPD basis set.

Geometry as XYZ:
```
45
C18H19BN2O5, DFT ωB97M-V with the def2-TZVPD basis set
C -1.78662 1.30240 -1.91051
C -2.44721 1.41631 -0.54261
C -1.84615 2.60936 0.15660
O -1.99680 0.24641 0.18662
C -2.61557 -1.04304 0.03011
C -1.77582 -2.08727 -0.69982
O -1.54200 -1.76085 -2.08423
C -0.27535 -1.30748 -2.39836
N 0.66831 -1.39751 -1.44817
C 1.92269 -1.05566 -1.77694
O 2.99446 -1.03738 -0.76644
C 2.66891 -0.89737 0.54615
C 3.61208 -1.10450 1.59716
C 3.50173 -0.60568 2.88008
C 2.25418 -0.07029 3.24747
C 1.25802 0.05169 2.25470
C 1.44322 -0.37189 0.90119
C -0.08723 0.32498 2.89059
O 0.07740 0.75498 4.21807
B 1.46666 0.42577 4.44009
O 1.90443 0.77113 5.77777
C 2.26274 -0.60902 -3.06260
C 1.26949 -0.29013 -3.97596
C -0.02644 -0.73021 -3.68037
C -1.14263 -0.17865 -4.39946
N -2.07156 0.36594 -4.81995
H -0.78149 1.60963 -1.97227
H -2.22336 1.88519 -2.66122
H -1.89179 0.23470 -2.26361
H -3.58028 1.47596 -0.55601
H -2.34409 2.96140 1.06588
H -0.80376 2.49209 0.46616
H -1.97823 3.42029 -0.52561
H -3.62286 -1.01893 -0.44663
H -3.04020 -1.33839 1.03350
H -0.81015 -2.23014 -0.13019
H -2.42656 -3.05227 -0.71187
H 4.62255 -1.40127 1.33374
H 4.19735 -0.64692 3.71874
H 0.59694 -0.16047 0.22101
H -0.73885 -0.58230 2.80103
H -0.61106 1.12620 2.37908
H 1.27001 1.13542 6.45801
H 3.27092 -0.20109 -3.08347
H 1.20397 0.56885 -4.68747
```

Calculated values
Max |F|, eV/A: 5.808
Energy, Eh: -1207.85052
Total charge: 0
E_HOMO, eV: -9.0
Multiplicity: 1

=====

No. 3
C2H2NOP in the gas phase at a distorted geometry. Source: the OMol25 dataset; level of theory: ωB97M-V with the def2-TZVPD basis set.

Geometry as XYZ:
```
7
C2H2NOP, DFT ωB97M-V with the def2-TZVPD basis set
C 0.91206 -0.90472 0.34462
C -1.10613 0.28291 0.92982
N -0.48928 -0.74531 0.48713
O 0.28365 -2.30747 -1.59987
P 1.55587 -2.05135 -0.87699
H 1.58415 -0.40227 1.03159
H -0.84628 -1.43380 -0.18483
```

Calculated values
Max |F|, eV/A: 3.039
Energy, Eh: -548.58497
Total charge: 0
E_HOMO (alpha / beta), eV: -8.4 / -8.4
Multiplicity: 1

=====

No. 4
C5H10O2 in the gas phase. Source: the OMol25 dataset; level of theory: ωB97M-V with the def2-TZVPD basis set.

Geometry as XYZ:
```
17
C5H10O2, DFT ωB97M-V with the def2-TZVPD basis set
C -0.91774 0.19872 2.53444
C 0.07349 0.39848 1.44414
C 0.61406 -0.65864 0.66823
O 1.32489 -0.33101 -0.42132
C 0.31392 0.50973 -1.38890
C 0.34569 -0.29614 -2.67804
O -0.83528 0.61250 -0.78450
H -1.88162 0.61874 2.22289
H -0.61746 0.74780 3.43529
H -1.05860 -0.85656 2.78295
H 0.35436 1.42115 1.20682
H -0.51079 -0.67898 0.23508
H 0.79567 -1.62891 1.14146
H 0.88507 1.45176 -1.48920
H -0.13288 -1.26608 -2.51302
H -0.20826 0.23232 -3.46251
H 1.37366 -0.45467 -3.01689
```

Calculated values
Max |F|, eV/A: 0.447
Energy, Eh: -346.85155
Total charge: 0
E_HOMO, eV: -8.6
Multiplicity: 1

=====

No. 5
C7H9NO in the gas phase at a distorted geometry. Source: the OMol25 dataset; level of theory: ωB97M-V with the def2-TZVPD basis set.

Geometry as XYZ:
```
18
C7H9NO, DFT ωB97M-V with the def2-TZVPD basis set
C -2.92695 0.49941 0.55889
O -2.27036 0.12447 -0.51586
C -1.34208 -0.99216 -0.23991
C 0.05120 -0.39890 -0.13299
C 0.32002 1.02240 -0.28790
C 1.69087 1.37170 -0.06961
C 2.66248 0.41284 0.15222
C 2.26681 -0.84609 0.20279
N 0.91840 -1.30109 0.06798
H -3.60227 -0.41816 1.00744
H -2.60526 0.84651 1.45168
H -3.52770 1.43527 0.24909
H -1.28816 -1.63771 -1.15341
H -1.60726 -1.47876 0.63249
H -0.41932 1.57240 -0.19908
H 2.07621 2.48986 -0.18585
H 3.56449 0.60064 0.27710
H 2.80914 -1.71338 0.47061
```

Calculated values
Max |F|, eV/A: 11.288
Energy, Eh: -401.98818
Total charge: 0
E_HOMO, eV: -9.4
Multiplicity: 1

=====

No. 6
C6H11F2NO2 in the gas phase. Source: the OMol25 dataset; level of theory: ωB97M-V with the def2-TZVPD basis set.

Geometry as XYZ:
```
22
C6H11F2NO2, DFT ωB97M-V with the def2-TZVPD basis set
C 2.08499 0.86195 -1.44656
C 0.89055 0.09841 -0.90690
N 1.31387 -0.75099 0.21081
C 0.25151 -1.12780 1.16875
C -1.14184 -1.12901 0.53346
O -2.12325 -1.59246 1.41676
C -1.48025 0.28674 0.02808
O -2.14551 1.00789 1.04236
C -0.21846 1.02397 -0.43705
F -0.53525 1.90312 -1.42689
F 0.25144 1.79088 0.61463
H 1.80557 1.46692 -2.31027
H 2.86240 0.15455 -1.76317
H 2.50342 1.50717 -0.64676
H 0.45071 -0.49834 -1.71068
H 1.75461 -1.60153 -0.13989
H 0.22165 -0.41189 2.02132
H 0.48774 -2.12520 1.58219
H -1.10917 -1.83100 -0.31347
H -2.49632 -0.78854 1.83124
H -2.15457 0.22992 -0.85379
H -1.47383 1.52524 1.50582
```

Calculated values
Max |F|, eV/A: 0.858
Energy, Eh: -640.19283
Total charge: 0
E_HOMO, eV: -9.1
Multiplicity: 1